A molecular structure, C6H10O, computed with wB97M-V/def2-TZVPD.

Summary:
Energy relative to the best compared isomer or geometry (same formula, charge and spin), kcal per mole: 103.2
Frontier orbital gap (spin up / spin down), eV: 7.5 / 7.5
Highest occupied orbital energy (spin up / spin down), eV: -6.6 / -6.6
E_LUMO (spin up / spin down), eV: 0.898 / 0.898

```
! wB97M-V def2-TZVPD RIJCOSX def2/J DEFGRID3
* xyz 0 1
C 0.4412 0.0619 -1.6658
C 0.8730 1.0920 1.3062
C -0.4949 0.6550 -0.8247
C -0.4086 0.9054 0.5807
C -0.5848 -1.0191 0.1200
C 0.2452 -1.8781 0.7120
O -1.7297 0.9788 -1.3347
H -1.8005 0.6491 -2.2364
H 1.4234 -0.2020 -1.3197
H 0.2093 -0.0960 -2.7091
H -1.3402 1.2232 1.0313
H -1.6189 -1.2414 -0.1115
H 0.8711 2.0481 1.8310
H 1.7539 1.0666 0.6624
H 1.0150 0.2882 2.0457
H 1.2905 -1.6894 0.9051
H -0.1452 -2.8423 1.0074
*
```